[1]
C9H64NO26V | the ωB97M-V functional and the def2-TZVPD basis

Geometry as XYZ:
```
101
Properties=species:S:1:pos:R:3:lowdin_charge:R:1
O 1.05 -5.57 -0.46 -0.34
V 0.68 -4.97 -1.94 1.11
O 1.92 -4.27 -2.60 -0.27
C 2.35 1.55 -0.80 0.00
C 1.74 0.13 -0.79 -0.47
C 2.01 -0.50 0.62 -0.12
C 0.99 -0.03 1.65 -0.16
C -0.47 -0.18 1.17 -0.12
C -0.73 0.52 -0.19 -0.45
N 0.32 0.07 -1.10 -0.15
O -0.01 0.00 -2.45 -0.21
C -0.85 2.04 -0.03 -0.02
C -2.17 0.01 -0.53 -0.01
C 2.45 -0.79 -1.78 -0.03
H 1.97 2.17 -1.62 0.07
H 3.44 1.54 -0.91 0.09
H 2.10 2.07 0.12 0.08
H 3.00 -0.18 0.95 0.12
H 2.00 -1.59 0.51 0.10
H 1.20 0.96 2.08 0.10
H 1.18 -0.66 2.53 0.10
H -1.10 0.30 1.92 0.10
H -0.67 -1.24 1.05 0.10
H -0.20 2.39 0.78 0.07
H -1.86 2.41 0.15 0.08
H -0.45 2.53 -0.92 0.06
H -2.69 0.61 -1.28 0.07
H -2.74 -0.01 0.39 0.06
H -2.09 -1.02 -0.87 0.05
H 1.93 -1.72 -1.99 0.06
H 3.40 -1.09 -1.35 0.07
H 2.68 -0.24 -2.70 0.06
O -5.67 0.87 -0.26 -0.05
H -6.10 1.73 -0.29 0.06
H -5.27 0.82 0.62 0.00
O -0.60 2.95 -3.38 -0.05
H 0.11 3.54 -3.10 0.05
H -0.41 2.10 -2.94 0.00
O -4.43 0.53 2.51 -0.06
H -5.12 0.89 3.08 0.08
H -3.62 1.02 2.75 0.02
O 5.59 -2.26 -0.15 -0.07
H 5.24 -2.17 -1.07 0.00
H 6.31 -1.63 -0.10 0.05
O 4.96 -2.43 -2.81 -0.06
H 5.15 -1.61 -3.27 0.06
H 4.14 -2.75 -3.22 0.02
O 3.73 -0.15 4.43 -0.06
H 3.97 -0.68 3.65 -0.01
H 4.06 -0.66 5.17 0.04
O -1.31 -2.09 4.10 -0.05
H -2.07 -1.73 3.63 0.01
H -0.84 -2.62 3.44 0.01
O -2.50 -0.73 -3.75 -0.07
H -3.28 -0.19 -3.57 0.00
H -1.99 -0.71 -2.93 -0.03
O -1.22 5.35 -0.23 -0.04
H -1.53 5.21 0.67 0.02
H -0.27 5.47 -0.14 0.05
O 4.64 -2.00 2.55 -0.05
H 5.11 -2.01 1.70 0.01
H 4.17 -2.84 2.57 0.05
O -0.37 -2.97 -1.35 -0.06
H -1.29 -2.73 -1.12 0.03
H 0.08 -2.12 -1.54 0.04
O 2.96 -1.77 -4.75 -0.06
H 2.77 -1.99 -5.66 0.05
H 2.15 -1.37 -4.42 0.00
O 0.42 -3.43 1.90 -0.04
H 0.60 -2.74 1.24 0.00
H 1.26 -3.88 2.01 0.05
O 2.34 1.67 -4.30 -0.06
H 1.81 1.13 -3.68 -0.02
H 2.12 1.32 -5.16 0.04
O -3.42 -2.00 1.92 -0.06
H -3.84 -1.12 1.97 0.01
H -3.78 -2.48 2.68 0.07
O -3.00 3.87 -2.06 -0.08
H -2.27 3.41 -2.52 -0.01
H -2.56 4.44 -1.41 0.00
O -3.03 -3.38 -0.52 -0.06
H -3.54 -2.86 -1.15 0.06
H -3.34 -3.06 0.35 0.02
O -4.49 1.38 -2.90 -0.06
H -4.59 1.17 -1.97 -0.01
H -3.92 2.16 -2.91 0.02
O 0.46 0.24 5.26 -0.05
H -0.28 0.65 5.72 0.04
H 0.12 -0.60 4.94 0.03
O 2.06 2.43 4.59 -0.09
H 2.71 1.77 4.30 0.00
H 1.26 1.92 4.77 -0.02
O 0.05 -1.95 -4.57 -0.07
H -0.17 -1.30 -3.88 -0.01
H -0.35 -1.59 -5.37 0.05
O -1.42 4.26 2.69 -0.04
H -2.11 4.62 3.26 0.07
H -0.61 4.69 2.99 0.07
O -2.41 1.75 3.85 -0.04
H -2.16 2.42 3.19 0.02
H -1.60 1.59 4.34 0.04
```

Summary:
relative energy (zero: lowest compared OMol25 entry of this formula, charge and spin)	94.7	kJ/mol
F_max	4.22	eV/Å
HOMO level	-6.30	eV
HOMO-LUMO gap	0.1010	Ha

***

[2]
C6H18IN10O11S2 | the ωB97M-V functional and the def2-TZVPD basis

Geometry as XYZ:
```
48
Properties=species:S:1:pos:R:3:nbo_charge:R:1
O -0.28 -1.45 -4.84 -0.22
N -0.24 -2.29 -4.04 0.39
O -1.53 -2.41 -3.44 -0.62
S -1.61 -1.62 -1.96 2.41
O -3.00 -1.30 -1.80 -0.96
O -1.15 -2.60 -1.01 -0.98
N -0.62 -0.35 -2.03 -1.17
S -0.81 0.69 -0.75 2.28
O -1.69 1.78 -1.16 -1.01
O 0.49 1.23 -0.48 -0.94
C -1.53 -0.12 0.71 -0.80
C -1.53 0.73 2.00 0.48
O -2.47 0.67 2.68 -0.52
I 0.07 1.99 2.67 0.09
H -0.91 -1.02 0.91 0.31
H -2.57 -0.39 0.51 0.28
C 2.46 -2.68 0.11 0.77
O 1.82 -1.65 0.25 -0.65
N 1.88 -3.89 -0.10 -0.87
N 3.83 -2.70 0.16 -0.87
H 2.40 -4.74 -0.22 0.41
H 0.87 -3.91 -0.14 0.42
H 4.30 -1.83 0.31 0.40
H 4.38 -3.54 0.05 0.38
C 3.52 -6.48 -2.42 0.79
O 3.39 -5.97 -1.32 -0.69
N 3.35 -5.78 -3.57 -0.84
N 3.87 -7.79 -2.58 -0.85
H 3.45 -6.18 -4.48 0.39
H 3.09 -4.81 -3.49 0.42
H 4.01 -8.33 -1.75 0.41
H 3.98 -8.23 -3.47 0.39
C -1.27 5.48 -0.23 0.77
O -0.68 5.03 0.74 -0.67
N -1.61 6.81 -0.33 -0.87
N -1.65 4.70 -1.27 -0.85
H -2.10 7.20 -1.11 0.38
H -1.35 7.41 0.43 0.40
H -1.42 3.71 -1.23 0.46
H -2.14 5.05 -2.08 0.37
C -1.90 4.77 5.09 0.77
O -0.80 4.34 5.36 -0.66
N -2.76 5.26 6.03 -0.86
N -2.38 4.79 3.81 -0.85
H -3.68 5.62 5.83 0.38
H -2.44 5.26 6.99 0.40
H -1.77 4.43 3.09 0.44
H -3.28 5.13 3.56 0.38
```

Summary:
relative energy (zero: lowest compared OMol25 entry of this formula, charge and spin)	61.8	kJ/mol
charge	-1
F_max	3.33	eV/Å
HOMO level	-5.67	eV
HOMO-LUMO gap	0.2822	Ha

***

Among the records above, which one has the lowest F_max? C6H18IN10O11S2

***

Which of these has the lowest HOMO level? C9H64NO26V